{"formula": "C20H57N4O10", "method": "ωB97M-V with the def2-TZVPD basis set", "charge": -1, "e_homo_ev": -5.94, "homo_lumo_gap_ev": 8.44, "e_above_lowest_ev": 8.084, "elements": ["C", "O", "O", "O", "H", "C", "C", "C", "O", "C", "N", "H", "H", "H", "H", "H", "H", "H", "H", "H", "H", "H", "C", "C", "C", "O", "C", "N", "H", "H", "H", "H", "H", "H", "H", "H", "H", "H", "H", "C", "C", "C", "O", "C", "N", "H", "H", "H", "H", "H", "H", "H", "H", "H", "H", "H", "C", "C", "C", "O", "C", "N", "H", "H", "H", "H", "H", "H", "H", "H", "H", "H", "H", "C", "O", "H", "H", "H", "H", "C", "O", "H", "H", "H", "H", "C", "O", "H", "H", "H", "H"], "xyz": [[-1.6265, 1.4470, -0.4195], [-1.1995, 0.3870, 0.1085], [-0.9535, 1.8120, -1.5845], [-2.5265, 2.2460, 0.1735], [-0.5555, 1.0040, -1.7895], [1.9845, -0.3430, 1.3475], [1.7805, 0.9830, 2.2905], [3.1495, 1.5010, 2.8755], [3.7015, 0.4690, 3.6975], [4.8685, 0.9880, 4.3875], [1.2605, 2.0380, 1.4865], [2.3685, -1.2100, 1.9025], [2.5575, -0.1200, 0.4215], [1.0635, -0.6280, 1.0485], [0.9475, 0.7440, 3.2685], [2.9605, 2.5430, 3.3285], [3.8935, 1.6640, 2.1155], [4.9275, 1.8290, 4.8585], [5.4165, 1.1270, 3.4235], [5.4135, 0.3570, 5.0475], [1.0445, 2.7380, 2.2215], [0.3785, 1.7100, 1.1095], [-5.7785, 0.8500, 1.4785], [-5.1145, -0.3610, 0.8435], [-6.0415, -1.6150, 0.6385], [-6.4545, -1.8710, 2.0195], [-6.7545, -3.2640, 2.1915], [-4.6165, 0.0920, -0.4565], [-6.3265, 0.4980, 2.4585], [-6.5565, 1.2040, 0.9595], [-4.9895, 1.7200, 1.5945], [-4.3885, -0.6270, 1.4925], [-5.5015, -2.4420, 0.2545], [-6.9105, -1.5680, -0.0855], [-7.6085, -3.5940, 1.5845], [-7.0235, -3.1720, 3.3485], [-5.8275, -3.9520, 1.8445], [-4.0325, -0.6420, -0.8895], [-4.0485, 0.8520, -0.0985], [2.4815, 1.3810, -3.5925], [2.5915, 1.1770, -2.0715], [4.0875, 1.1510, -1.5655], [4.6445, -0.0330, -2.0775], [6.0885, -0.0590, -1.8945], [1.8355, 2.2430, -1.4565], [2.7245, 0.7020, -4.2755], [3.2585, 1.9950, -3.9075], [1.4485, 1.3980, -3.8805], [1.9615, 0.4120, -1.7985], [4.1945, 1.1300, -0.4115], [4.7525, 2.0840, -1.8275], [6.5475, -0.9660, -2.1005], [6.0455, 0.1960, -0.7985], [6.5895, 0.8140, -2.3225], [1.7065, 2.1200, -0.5035], [0.8935, 2.3060, -1.7815], [0.8395, -3.9320, -4.1195], [0.4655, -3.2820, -2.6975], [1.6845, -2.6770, -2.0885], [2.3645, -3.6730, -1.3405], [3.6895, -3.3550, -0.9835], [-0.4655, -2.1860, -2.9355], [1.0025, -3.5350, -4.9395], [0.0495, -4.4730, -4.6365], [1.8785, -4.6520, -4.1085], [0.2405, -3.9110, -1.9085], [1.4035, -2.0460, -1.1805], [2.4445, -2.2310, -2.7795], [4.4415, -3.3690, -1.8085], [4.1065, -4.1260, -0.5025], [3.7435, -2.3760, -0.2725], [-0.3485, -1.7790, -2.0675], [-1.2355, -2.7970, -3.2115], [-2.3155, -2.8640, 0.1125], [-1.0575, -2.2460, 0.2305], [-3.0165, -2.3430, 0.8595], [-2.2505, -4.1290, 0.1205], [-2.8695, -2.7810, -0.8475], [-1.2345, -1.2660, 0.3915], [-0.5975, 5.1570, -0.5135], [-1.9955, 5.0260, -0.6925], [-0.2205, 4.4150, 0.2245], [-0.0695, 6.1900, -0.2605], [-0.0185, 4.6790, -1.3615], [-2.5205, 4.3140, -0.6545], [-2.1425, 2.6300, 3.7215], [-1.6955, 3.3940, 2.5035], [-2.5365, 1.7590, 3.5315], [-3.0925, 3.1370, 3.9965], [-1.3915, 2.7630, 4.2725], [-2.0125, 3.1200, 1.7145]]}


{"formula": "C20H57N5O7Pb", "method": "ωB97M-V with the def2-TZVPD basis set", "s_squared": 0.76, "charge": 1, "e_homo_ev": [-11.66, -11.63], "homo_lumo_gap_ev": [9.79, 5.26], "spin_multiplicity": 2, "elements": ["Pb", "O", "H", "O", "H", "C", "C", "C", "O", "C", "N", "H", "H", "H", "H", "H", "H", "H", "H", "H", "H", "H", "C", "C", "C", "O", "C", "N", "H", "H", "H", "H", "H", "H", "H", "H", "H", "H", "H", "C", "C", "C", "O", "C", "N", "H", "H", "H", "H", "H", "H", "H", "H", "H", "H", "H", "C", "C", "C", "O", "C", "N", "H", "H", "H", "H", "H", "H", "H", "H", "H", "H", "H", "C", "C", "C", "O", "C", "N", "H", "H", "H", "H", "H", "H", "H", "H", "H", "H", "H"], "xyz": [[1.3367, 0.3342, -0.4869], [0.0176, -0.8659, 1.2088], [-0.5206, -1.4516, 1.7761], [2.7664, 0.6929, -2.4485], [2.8166, 1.2526, -3.2478], [2.1049, -2.9303, -2.1735], [0.5921, -2.8093, -2.1934], [-0.0070, -3.6011, -1.0388], [0.1076, -5.0277, -1.2601], [-0.5481, -5.8025, -0.2948], [0.2529, -1.3897, -2.1846], [2.4554, -2.8078, -1.1487], [2.6739, -2.2594, -2.8171], [2.4926, -3.9297, -2.3709], [0.2162, -3.2713, -3.1062], [-1.0792, -3.4059, -1.0171], [0.4385, -3.3241, -0.0834], [-1.5199, -5.4057, -0.0011], [-0.0262, -5.9367, 0.6527], [-0.8028, -6.7607, -0.7477], [0.6908, -1.0481, -3.0282], [-0.7244, -1.3155, -2.4282], [4.1509, 1.1732, 2.1891], [4.5174, 0.8392, 0.8065], [4.4751, -0.6712, 0.4085], [3.1380, -1.1246, 0.6413], [2.9935, -2.2825, 1.4321], [3.5976, 1.6153, 0.0108], [4.8817, 0.6927, 2.8396], [3.1993, 0.8096, 2.5769], [4.3147, 2.2187, 2.4505], [5.5017, 1.1956, 0.5030], [5.1829, -1.2083, 1.0399], [4.6911, -1.0077, -0.6055], [1.9528, -2.4303, 1.7208], [3.4966, -2.1240, 2.3860], [3.4937, -3.1005, 0.9138], [3.7032, 1.3606, -0.9608], [4.0171, 2.5308, 0.0884], [-4.6240, -0.0906, -0.5811], [-3.4967, -0.4443, 0.4169], [-3.6570, -1.7909, 1.0101], [-4.9252, -1.8845, 1.5349], [-5.3580, -3.1952, 1.8712], [-2.2391, -0.2791, -0.2603], [-4.6599, -0.8606, -1.3517], [-4.4800, 0.8801, -1.0556], [-5.5827, -0.0604, -0.0633], [-3.6106, 0.3703, 1.1322], [-2.9464, -1.9779, 1.8152], [-3.4293, -2.5706, 0.2832], [-5.5509, -3.7477, 0.9516], [-6.3798, -3.0982, 2.2381], [-4.8017, -3.7212, 2.6470], [-1.4208, -0.4623, 0.3025], [-2.2057, -1.0897, -0.8619], [1.0961, 3.9050, 2.2399], [0.7021, 2.5114, 2.7252], [-0.3561, 2.5234, 3.8201], [-0.4008, 1.2170, 4.4584], [-1.3724, 1.0753, 5.3864], [0.3034, 1.7882, 1.5104], [0.3005, 4.3281, 1.6266], [2.0359, 3.9697, 1.6915], [1.2364, 4.5021, 3.1409], [1.6384, 2.1322, 3.1345], [-1.3221, 2.7921, 3.3927], [-0.1779, 3.3264, 4.5353], [-1.2037, 0.1942, 6.0055], [-2.3257, 1.0363, 4.8592], [-1.3954, 1.9089, 6.0883], [-0.5326, 2.3169, 1.3066], [-0.0535, 0.8743, 1.7505], [-2.3510, 2.3464, -2.9369], [-0.9006, 1.9813, -2.7542], [0.1021, 2.9263, -3.3482], [0.1286, 2.7978, -4.7947], [0.9558, 3.6787, -5.4300], [-0.7159, 1.8230, -1.3163], [-2.5017, 2.6652, -3.9683], [-2.7406, 3.1467, -2.3078], [-2.9991, 1.4846, -2.7772], [-0.7217, 0.9901, -3.1710], [1.1243, 2.7440, -3.0165], [-0.0966, 3.9461, -3.0188], [2.0024, 3.4443, -5.2358], [0.6795, 4.7040, -5.1836], [0.6679, 3.5864, -6.4772], [-1.3956, 1.2033, -0.8993], [-1.0837, 2.7300, -1.0669]]}


{"formula": "C20H57NO16", "method": "ωB97M-V with the def2-TZVPD basis set", "e_homo_ev": -8.73, "homo_lumo_gap_ev": 8.88, "smiles": "COCCNCCOC.OCCO.OCCO.OCCO.OCCO.OCCO.OCCO.OCCO", "e_above_lowest_ev": 0.000, "elements": ["C", "O", "C", "C", "N", "C", "C", "O", "C", "H", "H", "H", "H", "H", "H", "H", "H", "H", "H", "H", "H", "H", "H", "H", "O", "C", "C", "O", "H", "H", "H", "H", "H", "H", "O", "C", "C", "O", "H", "H", "H", "H", "H", "H", "O", "C", "C", "O", "H", "H", "H", "H", "H", "H", "O", "C", "C", "O", "H", "H", "H", "H", "H", "H", "O", "C", "C", "O", "H", "H", "H", "H", "H", "H", "O", "C", "C", "O", "H", "H", "H", "H", "H", "H", "O", "C", "C", "O", "H", "H", "H", "H", "H", "H"], "xyz": [[-0.6441, 17.1980, -13.2093], [-0.9225, 15.8819, -12.8099], [0.0963, 15.2783, -12.0492], [-0.5155, 14.1974, -11.1815], [-1.1743, 13.2374, -12.0424], [-1.5913, 12.0160, -11.3890], [-2.6182, 12.1461, -10.2967], [-3.7980, 12.6679, -10.8653], [-4.7996, 12.8866, -9.9183], [0.3475, 17.3693, -13.6405], [-0.8621, 17.8758, -12.3779], [-1.3245, 17.4550, -14.0269], [0.5709, 16.0357, -11.4099], [0.8626, 14.8066, -12.6772], [-1.2043, 14.6785, -10.4728], [0.2922, 13.6740, -10.6680], [-1.9444, 13.6614, -12.5440], [-0.6896, 11.4880, -11.0640], [-1.9986, 11.3196, -12.1335], [-2.2617, 12.8469, -9.5188], [-2.6949, 11.1627, -9.8028], [-5.0294, 11.9557, -9.3800], [-5.6767, 13.2542, -10.4385], [-4.4750, 13.5998, -9.1468], [-7.2375, 10.1362, -19.0952], [-7.2715, 10.3211, -17.6802], [-8.4853, 9.7054, -17.0272], [-9.5488, 10.6935, -16.9283], [-7.9670, 10.6208, -19.4903], [-6.3330, 9.9785, -17.2511], [-7.3006, 11.4004, -17.4913], [-8.2464, 9.5208, -15.9708], [-8.7958, 8.7660, -17.4821], [-10.3613, 10.3956, -17.3427], [0.5251, 8.4958, -14.1898], [0.2629, 9.4693, -15.2146], [-1.1919, 9.9201, -15.1402], [-1.6357, 10.6063, -16.3130], [0.3070, 8.9247, -13.3518], [0.8911, 10.3578, -15.0586], [0.5654, 9.0811, -16.1857], [-1.3269, 10.4981, -14.2231], [-1.8467, 9.0513, -15.0225], [-1.9693, 9.9695, -16.9502], [-0.4501, 5.9448, -13.5103], [-0.7450, 4.9605, -14.5005], [-1.4543, 5.5426, -15.7054], [-2.6551, 6.2160, -15.4078], [0.0243, 6.6665, -13.9575], [0.2020, 4.5133, -14.8456], [-1.2846, 4.1353, -14.0310], [-1.6359, 4.8178, -16.5021], [-0.7310, 6.2412, -16.1788], [-2.5316, 6.7377, -14.6027], [-3.3776, 9.2651, -13.0196], [-4.6173, 9.9593, -13.0487], [-4.5171, 11.2636, -13.8101], [-4.6249, 11.1115, -15.2211], [-3.3864, 8.6359, -12.2838], [-5.3410, 9.2793, -13.5118], [-4.9452, 10.1992, -12.0278], [-3.5487, 11.7101, -13.5730], [-5.3584, 11.8609, -13.4633], [-3.7448, 11.0189, -15.6099], [-0.8839, 9.0973, -10.5522], [0.0509, 8.4707, -9.6794], [-0.1724, 6.9700, -9.6315], [-1.5633, 6.6972, -9.3877], [-1.7523, 8.7284, -10.3364], [1.0282, 8.6978, -10.0988], [-0.0536, 8.8226, -8.6439], [0.3700, 6.5478, -8.7788], [0.1005, 6.4392, -10.5399], [-1.7687, 6.7639, -8.4511], [-4.3617, 4.3630, -10.1722], [-4.5659, 4.7527, -11.5782], [-4.6346, 6.2458, -11.6826], [-3.3518, 6.8435, -11.6063], [-3.4174, 4.2893, -10.0057], [-3.6827, 4.4292, -12.1297], [-5.5148, 4.2797, -11.8112], [-5.2704, 6.6831, -10.9019], [-5.0828, 6.5669, -12.6254], [-2.8644, 6.4683, -10.8595], [-3.1025, 14.8957, -14.9910], [-2.3779, 13.7793, -15.5946], [-0.9703, 14.2581, -15.8099], [-0.8394, 15.1411, -16.9022], [-2.5738, 15.2543, -14.2674], [-2.4094, 13.0422, -14.7862], [-2.9738, 13.4805, -16.4480], [-0.2782, 13.4107, -15.8338], [-0.7111, 14.7499, -14.8665], [-1.6443, 15.6732, -16.9097]]}